1.
DFT (wB97M-V/def2-TZVPD) results for a structure of composition C30H40BCl5N12O3SW.

```
93
Properties=species:S:1:pos:R:3:mulliken_spin:R:1
W 0.398 0.603 -0.763 1.648
C -0.735 -1.146 -4.568 0.002
C 0.213 -0.771 -3.635 0.023
N -0.385 -0.268 -2.540 0.023
N -1.717 -0.296 -2.774 -0.017
C -1.950 -0.828 -3.977 0.022
B -2.766 0.278 -1.755 -0.001
N -2.553 -0.447 -0.406 -0.028
C -3.391 -1.082 0.426 0.009
C -2.721 -1.354 1.607 -0.001
C -1.449 -0.835 1.428 -0.016
N -1.347 -0.292 0.206 0.060
N -2.381 1.776 -1.495 0.021
C -3.140 2.881 -1.475 0.024
C -2.384 3.937 -0.998 0.001
C -1.147 3.383 -0.710 0.013
N -1.152 2.078 -1.015 -0.049
N -4.129 0.164 -2.340 -0.002
C -4.634 0.849 -3.413 0.000
C -5.825 0.275 -3.754 0.000
C -5.977 -0.786 -2.834 0.000
N -4.961 -0.858 -2.001 0.000
H -0.575 -1.579 -5.539 0.000
H 1.286 -0.802 -3.704 -0.013
H -2.957 -0.948 -4.341 0.002
H -4.396 -1.296 0.103 0.001
H -3.115 -1.856 2.473 0.001
H -0.633 -0.782 2.137 0.005
H -4.174 2.845 -1.776 0.002
H -2.700 4.956 -0.859 0.000
H -0.265 3.842 -0.292 0.002
H -4.107 1.679 -3.857 0.000
H -6.496 0.571 -4.541 0.000
H -6.789 -1.491 -2.753 0.000
C 1.916 4.064 3.290 -0.001
O 1.364 3.455 2.096 0.010
C 1.491 2.170 1.882 0.055
O 0.932 1.717 0.857 0.111
N 2.186 1.402 2.706 0.008
N 2.181 0.007 2.523 0.001
H 1.661 5.114 3.217 0.000
H 3.000 3.952 3.307 0.001
H 1.448 3.633 4.176 0.001
H 2.539 1.794 3.567 0.001
H 1.515 -0.364 3.216 0.001
H 3.115 -0.336 2.713 0.000
O -0.054 -0.111 4.182 0.000
S -0.498 0.707 5.385 0.000
C -2.252 0.309 5.649 0.000
C -2.394 -0.155 7.094 0.000
C -1.163 -1.014 7.367 0.000
C 0.022 -0.184 6.885 0.000
H -2.431 -0.507 4.946 0.000
H -2.864 1.167 5.379 0.000
H -3.327 -0.699 7.233 0.000
H -2.415 0.703 7.770 0.000
H -1.222 -1.949 6.807 0.000
H -1.059 -1.264 8.421 0.000
H 0.906 -0.756 6.607 0.000
H 0.305 0.578 7.612 0.000
C 4.566 -2.148 -1.588 -0.002
C 3.265 -1.764 -2.273 0.020
N 2.164 -2.685 -1.915 -0.010
C 2.192 -4.003 -2.609 0.003
C 2.691 -5.142 -1.735 -0.001
C 1.292 -2.406 -0.992 0.036
C 0.262 -3.392 -0.549 -0.004
N 1.279 -1.192 -0.352 0.047
H 5.325 -1.399 -1.810 0.001
H 4.942 -3.108 -1.938 0.000
H 4.435 -2.196 -0.506 0.000
H 3.370 -1.815 -3.357 0.002
H 2.972 -0.756 -2.004 -0.004
H 2.853 -3.870 -3.463 0.000
H 1.197 -4.199 -3.007 -0.001
H 3.662 -4.914 -1.299 0.000
H 2.802 -6.033 -2.352 0.000
H 1.999 -5.385 -0.930 0.000
H 0.099 -4.197 -1.258 0.000
H -0.676 -2.862 -0.373 0.003
H 0.575 -3.834 0.401 0.000
H 1.056 -1.365 0.630 0.000
Cl 3.732 1.206 -0.328 0.048
C 3.092 2.077 -1.660 0.109
C 1.765 1.905 -2.020 0.105
C 1.396 2.652 -3.162 0.217
Cl -0.135 2.506 -3.850 0.106
C 2.291 3.574 -3.848 0.117
Cl 1.736 4.475 -5.147 0.085
C 3.610 3.705 -3.435 -0.010
Cl 4.681 4.751 -4.235 -0.009
C 4.034 2.944 -2.347 0.132
Cl 5.625 3.041 -1.835 0.096
```

Calculated values
⟨S²⟩ ... 3.784
Net charge ... +3
Spin multiplicity ... 4
HOMO-LUMO gap (spin up / spin down) ... 6.579 / 4.077 eV



2.
DFT (wB97M-V/def2-TZVPD) results for a cluster of 6 separate species, C13H31N5O11S in total at a distorted geometry.

```
61
Properties=species:S:1:pos:R:3:mulliken_charge:R:1
C -15.523 12.880 3.492 -0.750
N -15.948 14.051 4.270 0.899
O -16.698 13.832 5.204 -0.527
O -15.544 15.136 3.927 -0.523
H -15.021 13.183 2.578 0.329
H -16.377 12.262 3.226 0.240
H -14.853 12.234 4.056 0.327
C -13.633 5.085 0.042 -0.534
N -13.544 3.949 -0.944 0.951
O -13.932 4.165 -2.069 -0.559
O -12.983 2.934 -0.581 -0.599
H -13.649 4.606 1.012 0.201
H -14.566 5.608 -0.139 0.236
H -12.714 5.633 -0.132 0.318
O -19.028 6.967 3.448 -0.612
S -18.256 5.856 3.036 1.120
O -17.102 6.044 2.239 -0.378
O -17.849 4.962 4.299 -0.324
C -18.725 3.845 4.424 -0.327
C -19.109 3.499 2.997 -0.271
O -19.226 4.791 2.353 -0.356
H -18.189 3.044 4.929 0.304
H -19.605 4.061 5.037 0.288
H -20.085 3.036 2.903 0.294
H -18.328 2.927 2.496 0.262
C -11.703 5.431 3.258 -0.745
N -11.958 6.658 3.988 0.128
C -12.480 7.749 3.226 -0.901
C -11.747 6.751 5.324 0.154
O -11.916 7.752 5.981 -0.572
H -12.632 5.158 2.747 0.133
H -11.568 4.596 3.944 0.337
H -10.896 5.522 2.533 0.293
H -11.981 7.811 2.257 0.297
H -13.544 7.585 2.998 0.277
H -12.399 8.676 3.786 0.328
H -11.393 5.796 5.747 0.265
C -14.846 7.990 -4.901 -1.026
N -13.475 7.907 -5.310 0.120
C -12.674 6.885 -4.681 -0.869
C -12.972 8.742 -6.244 0.101
O -11.824 8.740 -6.644 -0.589
H -15.504 8.318 -5.712 0.394
H -15.041 8.705 -4.092 0.297
H -15.229 7.018 -4.593 0.345
H -12.646 7.013 -3.596 0.284
H -13.102 5.903 -4.896 0.321
H -11.657 6.922 -5.062 0.307
H -13.737 9.441 -6.621 0.317
C -16.075 11.019 0.241 -0.965
N -15.906 9.594 0.344 0.254
C -15.956 8.994 1.653 -0.619
C -15.728 8.829 -0.760 0.096
O -15.677 7.621 -0.763 -0.536
H -15.124 11.555 0.343 0.286
H -16.696 11.385 1.059 0.303
H -16.581 11.287 -0.683 0.396
H -16.969 8.794 2.008 0.340
H -15.494 8.009 1.625 -0.075
H -15.405 9.629 2.349 0.367
H -15.647 9.459 -1.666 0.148
```

Calculated values
Spin multiplicity ... 1
HOMO-LUMO gap ... 9.337 eV



3.
DFT (wB97M-V/def2-TZVPD) results for a cluster of 2 separate species, C5H7NO in total.

```
14
Properties=species:S:1:pos:R:3:mulliken_charge:R:1
H 0.137 -1.272 -0.730 0.198
N 0.823 -0.904 -0.068 -0.696
C 0.765 0.356 0.029 -0.144
C -0.095 1.306 -0.769 -0.490
C -1.074 0.635 -1.621 -0.705
C -1.857 0.066 -2.337 0.350
H 1.422 0.838 0.764 0.537
H -0.585 2.024 -0.099 0.290
H 0.600 1.886 -1.387 0.276
H -2.554 -0.408 -2.992 0.412
C 0.613 -1.138 2.295 -0.062
O 1.742 -1.175 2.708 -0.442
H 0.031 -2.022 1.974 0.219
H 0.031 -0.192 2.232 0.257
```

Calculated values
Spin multiplicity ... 1
HOMO-LUMO gap ... 10.323 eV



4.
DFT (wB97M-V/def2-TZVPD) results for a structure of composition C40H68ClMnN4O2S.

```
117
Properties=species:S:1:pos:R:3:mulliken_spin:R:1
Mn 0.419 -0.585 -0.099 4.547
C 0.865 2.297 -1.919 0.006
N -0.333 1.541 -1.594 0.025
C -1.049 1.150 -2.795 0.023
C -1.211 2.316 -0.716 0.031
C -2.018 1.462 0.253 0.040
N -1.177 0.698 1.172 -0.051
C -1.964 -0.294 1.912 0.061
C -2.712 -1.352 1.118 0.057
C -3.758 -1.955 1.799 0.000
C -4.507 -2.997 1.270 0.008
C -4.144 -3.437 0.001 -0.001
C -3.107 -2.875 -0.732 0.013
C -2.366 -1.791 -0.185 -0.053
O -1.404 -1.224 -0.863 -0.060
C -2.711 -3.459 -2.091 0.001
C -3.637 -4.598 -2.527 -0.001
C -1.288 -4.032 -1.995 -0.005
C -2.767 -2.393 -3.192 0.005
C -5.628 -3.629 2.091 0.000
C -6.652 -2.557 2.485 0.001
C -6.364 -4.722 1.317 0.000
C -5.044 -4.254 3.364 0.001
C -0.537 1.601 2.133 -0.003
C 0.623 1.024 2.881 0.034
C 0.557 0.910 4.262 0.003
C 1.641 0.486 5.009 0.004
C 2.820 0.239 4.306 0.003
C 2.937 0.341 2.929 -0.015
C 1.790 0.689 2.168 0.019
O 1.773 0.709 0.845 0.102
C 4.273 0.099 2.237 0.005
C 5.410 -0.213 3.216 0.001
C 4.662 1.386 1.501 0.001
C 4.178 -1.092 1.272 -0.021
C 1.599 0.267 6.517 0.001
C 1.917 -1.202 6.824 0.000
C 2.634 1.160 7.211 0.001
C 0.223 0.587 7.103 0.000
H 0.631 3.266 -2.394 0.001
H 1.444 2.460 -1.009 -0.002
H 1.475 1.727 -2.620 0.002
H -1.332 2.033 -3.396 0.002
H -0.432 0.486 -3.400 -0.003
H -1.943 0.600 -2.515 0.000
H -0.603 3.046 -0.182 0.000
H -1.923 2.902 -1.324 0.001
H -2.702 2.124 0.818 0.002
H -2.634 0.760 -0.307 -0.014
H -1.282 -0.783 2.617 -0.034
H -2.717 0.247 2.518 0.011
H -3.983 -1.584 2.795 0.000
H -4.692 -4.257 -0.436 -0.001
H -3.619 -5.434 -1.827 0.000
H -4.672 -4.266 -2.636 0.000
H -3.302 -4.972 -3.497 0.000
H -1.259 -4.845 -1.268 0.000
H -0.972 -4.426 -2.964 0.000
H -0.584 -3.264 -1.677 0.014
H -3.776 -1.981 -3.274 0.001
H -2.075 -1.589 -2.973 -0.003
H -2.502 -2.839 -4.155 0.000
H -7.078 -2.088 1.598 0.000
H -7.466 -2.996 3.069 0.000
H -6.195 -1.773 3.088 0.000
H -6.814 -4.334 0.403 0.000
H -5.695 -5.539 1.044 0.000
H -7.162 -5.136 1.937 0.000
H -4.554 -3.503 3.982 0.000
H -5.830 -4.727 3.958 0.000
H -4.297 -5.008 3.111 0.000
H -0.186 2.480 1.594 -0.016
H -1.300 1.948 2.855 0.006
H -0.385 1.149 4.739 0.000
H 3.688 -0.066 4.872 0.000
H 5.568 0.596 3.932 0.000
H 5.226 -1.133 3.771 0.000
H 6.335 -0.347 2.652 0.000
H 4.759 2.209 2.212 0.000
H 5.625 1.257 1.011 0.000
H 3.896 1.661 0.778 -0.002
H 3.970 -2.008 1.824 0.002
H 3.357 -0.978 0.565 0.023
H 5.121 -1.216 0.732 -0.002
H 2.918 -1.469 6.487 0.000
H 1.859 -1.392 7.899 0.000
H 1.213 -1.860 6.314 0.000
H 3.642 0.948 6.856 0.000
H 2.428 2.214 7.013 0.000
H 2.617 1.002 8.292 0.000
H -0.550 -0.050 6.672 0.000
H 0.235 0.420 8.182 0.000
H -0.057 1.627 6.927 0.000
Cl 0.931 -2.551 2.879 0.007
C 0.700 -2.512 1.034 0.142
H -0.190 -3.136 0.896 0.005
H 1.543 -3.111 0.669 -0.014
C 4.249 -0.114 -6.327 0.000
C 4.265 -0.471 -4.854 0.001
N 2.974 -0.126 -4.238 0.005
C 2.815 -0.340 -2.859 0.005
S 1.609 -1.374 -2.352 0.031
N 3.639 0.330 -2.031 0.011
C 4.386 1.537 -2.363 0.000
C 5.893 1.353 -2.263 0.000
H 5.197 -0.375 -6.796 0.000
H 4.075 0.954 -6.464 0.000
H 3.460 -0.653 -6.853 0.000
H 5.055 0.071 -4.345 0.000
H 4.468 -1.541 -4.717 0.000
H 2.219 -0.619 -4.701 0.001
H 3.480 0.167 -1.040 0.036
H 4.044 2.320 -1.677 0.000
H 4.098 1.839 -3.369 0.000
H 6.204 1.183 -1.240 0.000
H 6.402 2.245 -2.629 0.000
H 6.228 0.500 -2.852 0.000
```

Calculated values
⟨S²⟩ ... 8.755
Net charge ... -1
Spin multiplicity ... 6
HOMO-LUMO gap (spin up / spin down) ... 5.415 / 6.357 eV



Calculated calculated total energy (Ha), listed in the same order as above: -4840.2579; -2013.3126; -324.5876; -3944.0104